This record from the Open Molecules 2025 dataset describes a cluster of 2 separate species, C4H7N in total in a non-equilibrium geometry. The level of theory is ωB97M-V/def2-TZVPD.

The calculation puts the HOMO-LUMO gap (spin up / spin down) at 8.234 / 8.410 eV. The electronic energy is -5744.940 eV. The HOMO energy (spin up / spin down) comes out at -8.9 / -8.4 eV. The relative energy (zero: lowest compared OMol25 entry of this formula, charge and spin) is 149.37 kcal/mol.

Positions of all 12 atoms, in Å:
C  -0.955  0.587  -0.625
C  0.002  1.638  -0.121
C  -0.461  0.523  0.639
C  1.167  -1.684  0.380
N  -1.709  0.408  -1.559
H  1.162  1.416  -0.236
H  -0.092  2.740  0.220
H  -0.681  0.099  1.571
H  0.768  -2.347  -0.329
H  1.008  -1.720  1.397
H  2.117  -1.231  0.164
H  -2.326  -0.429  -1.501

***

This record from the Open Molecules 2025 dataset describes a structure of composition C28H31BN10O2PtS. The level of theory is ωB97M-V/def2-TZVPD.

Its net charge is +1. The calculation puts the HOMO-LUMO gap (spin up / spin down) at 8.778 / 6.674 eV. The electronic energy is -63291.126 eV. The HOMO energy (spin up / spin down) comes out at -11.4 / -11.4 eV. The relative energy (zero: lowest compared OMol25 entry of this formula, charge and spin) is 0.00 kcal/mol. As for the multiplicity: 2.

Positions of all 74 atoms, in Å:
Pt  -0.208  -0.025  0.166
C  -1.760  -1.745  3.073
C  -0.850  -0.593  3.318
C  -0.548  0.010  4.540
C  0.378  0.991  4.256
N  0.611  0.978  2.940
N  -0.137  0.013  2.359
B  1.521  1.837  2.046
N  2.373  0.864  1.155
C  3.701  0.821  0.990
C  3.992  -0.073  -0.020
C  2.760  -0.564  -0.458
C  2.482  -1.529  -1.558
N  1.802  0.006  0.281
N  0.596  2.643  1.075
C  0.311  3.947  0.951
C  -0.360  4.153  -0.235
C  -0.489  2.893  -0.816
C  -0.968  2.554  -2.185
N  0.057  1.992  0.010
N  2.466  2.692  2.838
C  3.088  3.867  2.548
C  4.071  4.063  3.479
C  4.006  2.928  4.318
C  4.866  2.598  5.494
N  3.053  2.104  3.922
H  -2.154  -2.104  4.021
H  -1.235  -2.572  2.593
H  -2.605  -1.456  2.451
H  -0.934  -0.263  5.506
H  0.918  1.664  4.899
H  4.346  1.424  1.607
H  4.964  -0.334  -0.397
H  3.156  -1.339  -2.392
H  1.459  -1.444  -1.925
H  2.648  -2.557  -1.235
H  0.621  4.653  1.701
H  -0.684  5.092  -0.648
H  -0.459  3.200  -2.900
H  -2.040  2.699  -2.283
H  -0.743  1.517  -2.436
H  2.828  4.462  1.693
H  4.744  4.899  3.553
H  5.307  3.500  5.915
H  5.679  1.931  5.206
H  4.284  2.099  6.267
C  -4.192  2.102  5.679
C  -4.062  1.663  4.249
C  -4.854  0.644  3.732
C  -4.739  0.248  2.407
C  -3.814  0.882  1.596
C  -3.023  1.921  2.081
C  -3.149  2.298  3.402
S  -3.620  0.384  -0.075
O  -4.640  -0.566  -0.407
O  -3.426  1.571  -0.846
N  -2.193  -0.437  -0.099
C  -2.026  -1.801  -0.131
C  -2.891  -2.889  -0.264
C  -2.324  -4.141  -0.169
C  -0.952  -4.316  0.056
C  -0.157  -3.204  0.172
N  -0.701  -1.986  0.066
H  -4.815  1.416  6.250
H  -4.643  3.094  5.736
H  -3.214  2.163  6.160
H  -5.576  0.154  4.372
H  -5.360  -0.540  2.002
H  -2.332  2.435  1.423
H  -2.534  3.101  3.790
H  -3.944  -2.735  -0.432
H  -2.960  -5.012  -0.262
H  -0.515  -5.300  0.138
H  0.905  -3.254  0.360

***

This record from the Open Molecules 2025 dataset describes the molecule C3H6O3 in a non-equilibrium geometry. The level of theory is ωB97M-V/def2-TZVPD.

The calculation puts the HOMO-LUMO gap at 9.942 eV. The electronic energy is -9347.523 eV. The HOMO energy comes out at -9.8 eV. The relative energy (zero: lowest compared OMol25 entry of this formula, charge and spin) is 87.48 kcal/mol. The SMILES is C[C@@H](O)C(=O)O.

Positions of all 12 atoms, in Å:
C  1.304  -0.865  -0.297
C  0.426  0.178  0.216
O  0.870  1.491  -0.064
C  -1.142  0.122  -0.179
O  -1.554  1.406  -0.193
O  -1.940  -0.831  0.065
H  2.327  -0.717  0.339
H  0.972  -1.858  0.229
H  1.187  -0.765  -1.493
H  0.520  0.210  1.441
H  -0.003  2.262  0.092
H  -2.968  -0.634  -0.155

***

This record from the Open Molecules 2025 dataset describes a cluster of 2 separate species, C7H16N3O3S in total in a non-equilibrium geometry. The level of theory is ωB97M-V/def2-TZVPD.

Its net charge is +1. The calculation puts the HOMO-LUMO gap at 9.337 eV. The electronic energy is -28958.100 eV. The HOMO energy comes out at -12.8 eV. The relative energy (zero: lowest compared OMol25 entry of this formula, charge and spin) is 0.00 kcal/mol.

Positions of all 30 atoms, in Å:
C  -2.746  -1.128  0.015
C  -2.468  0.550  1.523
C  -1.221  0.375  0.722
C  3.552  -0.383  1.057
C  -0.452  -0.825  -1.239
C  3.171  -0.810  -0.352
C  0.958  -1.346  -1.095
N  -1.409  -0.532  -0.213
N  -0.021  1.001  1.038
N  0.085  2.160  1.832
O  -3.153  -1.984  -0.637
O  -3.391  -0.427  0.986
O  1.802  -0.301  -0.648
S  -2.960  1.589  -2.418
H  -2.323  0.338  2.569
H  -2.979  1.540  1.389
H  4.363  -0.992  1.478
H  3.688  0.675  1.013
H  2.703  -0.685  1.705
H  -0.257  0.202  -1.740
H  -0.935  -1.475  -2.039
H  3.385  -1.868  -0.606
H  3.873  -0.240  -1.064
H  1.325  -1.693  -2.046
H  1.030  -2.193  -0.455
H  0.938  0.721  0.506
H  -0.067  1.850  2.807
H  -3.401  1.193  -3.654
H  1.024  2.386  1.732
H  -4.115  2.301  -2.167

***

This record from the Open Molecules 2025 dataset describes a structure of composition C58H50N2O5S2SeSn. The level of theory is ωB97M-V/def2-TZVPD.

The calculation puts the HOMO-LUMO gap at 5.336 eV. The electronic energy is -167023.612 eV. The HOMO energy comes out at -6.2 eV. The relative energy (zero: lowest compared OMol25 entry of this formula, charge and spin) is 0.00 kcal/mol.

Positions of all 119 atoms, in Å:
Sn  0.933  -0.979  0.186
O  -5.153  -6.613  2.047
C  -4.638  -5.826  1.078
O  -5.170  -5.793  0.003
C  -3.431  -5.010  1.410
C  -2.895  -4.890  2.691
C  -1.864  -4.006  2.950
C  -1.357  -3.199  1.927
C  -1.826  -3.392  0.624
C  -2.849  -4.280  0.373
N  -0.373  -2.236  2.143
C  -0.309  -1.558  3.215
C  0.719  -0.543  3.391
C  0.743  0.219  4.556
C  1.659  1.244  4.682
C  2.548  1.476  3.642
C  2.477  0.673  2.521
N  1.583  -0.309  2.382
H  -4.630  -6.565  2.853
H  -3.279  -5.469  3.524
H  -1.435  -3.956  3.942
H  -1.399  -2.806  -0.179
H  -3.244  -4.405  -0.626
H  -1.056  -1.644  4.010
H  0.033  0.008  5.344
H  1.680  1.859  5.572
H  3.277  2.272  3.697
H  3.154  0.819  1.690
C  -7.324  5.475  -0.212
C  -6.045  4.711  -0.009
C  -4.918  4.999  -0.769
C  -3.761  4.244  -0.635
C  -3.733  3.191  0.264
C  -4.830  2.915  1.065
C  -5.977  3.677  0.927
S  -2.270  2.133  0.276
O  -1.932  1.841  1.695
C  -3.111  0.652  -0.331
C  -3.431  -0.329  0.622
C  -4.006  -1.499  0.227
C  -4.251  -1.755  -1.141
C  -4.749  -3.005  -1.580
C  -4.974  -3.239  -2.906
C  -4.722  -2.227  -3.855
C  -4.237  -1.012  -3.464
C  -3.976  -0.743  -2.096
C  -3.402  0.489  -1.668
C  -3.200  1.600  -2.648
C  -4.371  2.328  -3.060
C  -5.656  2.054  -2.524
C  -6.742  2.800  -2.888
C  -6.613  3.853  -3.814
C  -5.388  4.151  -4.338
C  -4.242  3.411  -3.963
C  -2.957  3.762  -4.439
C  -1.857  3.084  -4.020
C  -1.970  1.983  -3.134
S  -0.365  1.321  -2.583
O  -0.616  -0.043  -2.021
C  0.302  0.985  -4.219
C  1.423  1.692  -4.625
C  2.002  1.400  -5.853
C  1.478  0.403  -6.668
C  2.109  0.092  -7.999
C  0.358  -0.304  -6.227
C  -0.230  -0.024  -5.007
H  -7.132  6.454  -0.648
H  -7.853  5.607  0.732
H  -7.978  4.924  -0.892
H  -4.948  5.815  -1.482
H  -2.884  4.466  -1.233
H  -4.776  2.110  1.787
H  -6.841  3.462  1.545
H  -3.201  -0.122  1.660
H  -4.271  -2.259  0.952
H  -4.923  -3.792  -0.855
H  -5.329  -4.208  -3.234
H  -4.905  -2.424  -4.904
H  -4.036  -0.245  -4.201
H  -5.773  1.254  -1.808
H  -7.712  2.575  -2.462
H  -7.486  4.430  -4.093
H  -5.273  4.963  -5.046
H  -2.862  4.591  -5.130
H  -0.878  3.363  -4.386
H  1.842  2.444  -3.967
H  2.881  1.947  -6.173
H  3.101  0.535  -8.066
H  1.503  0.495  -8.813
H  2.192  -0.984  -8.150
H  -0.056  -1.091  -6.848
H  -1.087  -0.585  -4.654
C  4.184  -0.155  -0.643
C  2.751  0.343  -0.690
O  2.519  1.420  -1.207
H  4.896  0.676  -0.621
H  4.354  -0.725  -1.561
H  4.339  -0.837  0.193
C  -0.806  -6.822  -3.589
C  -0.051  -5.932  -2.637
C  0.162  -6.310  -1.319
C  0.872  -5.514  -0.426
C  1.030  -5.977  0.997
C  1.407  -4.299  -0.879
Se  2.408  -3.195  0.352
C  1.219  -3.904  -2.210
C  1.769  -2.612  -2.753
C  0.481  -4.723  -3.060
H  -1.546  -7.424  -3.062
H  -0.123  -7.504  -4.101
H  -1.314  -6.232  -4.352
H  -0.233  -7.260  -0.974
H  0.775  -7.033  1.087
H  0.376  -5.399  1.655
H  2.049  -5.820  1.347
H  1.107  -1.774  -2.504
H  1.858  -2.650  -3.839
H  2.748  -2.405  -2.321
H  0.327  -4.405  -4.087

***

This record from the Open Molecules 2025 dataset describes a cluster of 2 separate species, C4H6N4O2S in total in a non-equilibrium geometry. The level of theory is ωB97M-V/def2-TZVPD.

The calculation puts the HOMO-LUMO gap at 8.536 eV. The electronic energy is -25128.590 eV. The HOMO energy comes out at -8.0 eV. The relative energy (zero: lowest compared OMol25 entry of this formula, charge and spin) is 118.36 kcal/mol. The SMILES is SN1N=CCO1.c1conn1.

Positions of all 17 atoms, in Å:
S  1.142  1.584  -1.650
N  2.096  0.638  -0.661
N  2.933  0.916  0.327
C  3.200  -0.148  0.998
C  2.840  -1.427  0.228
O  1.947  -0.925  -0.699
H  0.605  2.321  -0.532
H  3.900  -0.203  1.791
H  3.815  -1.757  -0.196
H  2.347  -2.273  0.714
C  -1.143  0.086  0.342
C  -1.363  1.431  0.375
O  -1.763  1.787  -0.816
N  -1.987  0.604  -1.496
N  -1.712  -0.376  -0.800
H  -0.587  -0.665  0.897
H  -1.456  2.108  1.226